*a*
Density functional theory data (ωB97M-V with the def2-TZVPD basis set) for 2 unconnected molecules or ions with the total composition C7H12N.

Values from the calculation:
HOMO level in Ha: -0.490
Gap between HOMO and LUMO in eV: 7.1
Lowest unoccupied orbital energy in eV: -6.3
Total charge: +1

Last column: Löwdin charge in e.
Atoms and positions in Å:
1 C 1.65490 -3.24584 -0.87159  0.28
2 C 1.31752 -2.09191 -0.77825  -0.05
3 C 0.03059 1.28099 0.61276  0.02
4 C 1.46967 1.35883 0.58897  0.04
5 C 0.76668 -0.13147 0.62815  -0.36
6 C 0.61628 -0.97848 1.85570  0.00
7 C 1.03055 -0.76876 -0.56271  0.02
8 N -2.59541 0.21502 -1.79649  0.05
9 H 1.91028 -4.21297 -1.10880  0.05
10 H -0.41902 1.67163 1.51474  0.14
11 H -0.42393 1.06131 -0.41833  0.13
12 H 2.09571 1.55800 -0.24175  0.11
13 H 2.10041 1.49284 1.37724  0.10
14 H -0.46276 -1.19290 1.97936  0.12
15 H 0.94194 -0.58306 2.82115  0.11
16 H 1.06856 -1.93694 1.60060  0.08
17 H 0.73410 -0.22629 -1.50755  0.17
18 H -1.81179 -0.24444 -2.09497  -0.05
19 H -3.20208 0.44844 -2.56164  0.03
20 H -3.01422 -0.42303 -1.13416  0.02

*b*
Density functional theory data (ωB97M-V with the def2-TZVPD basis set) for a gas-phase ion, C7H12N (charge +1).

Values from the calculation:
HOMO level in Ha: -0.488
Gap between HOMO and LUMO in eV: 9.9
Lowest unoccupied orbital energy in eV: -3.4
Total charge: +1

Last column: Löwdin charge in e.
Atoms and positions in Å:
1 C -0.15893 0.74572 -2.63756  0.03
2 C -0.88865 0.51063 -1.54281  -0.08
3 C -0.44912 -1.94201 1.02251  -0.08
4 C 0.90458 -1.44587 1.43192  -0.04
5 C -0.88118 0.71427 1.16768  -0.04
6 C -0.34690 0.65801 -0.14943  -0.33
7 C -0.23215 -0.56141 0.96585  -0.31
8 N 1.02572 1.22301 -0.17807  0.23
9 H -0.76074 0.47862 -3.59880  0.12
10 H 0.82486 0.99216 -2.74571  0.02
11 H -2.00480 0.21456 -1.46295  0.16
12 H -0.54083 -2.47937 0.10058  0.13
13 H -0.98562 -2.26928 1.86777  0.11
14 H 1.18711 -1.36674 2.53710  0.14
15 H 1.73065 -1.66475 0.70996  0.12
16 H -0.37965 1.55348 1.70853  0.15
17 H -1.96891 0.68623 1.31211  0.15
18 H 1.46363 1.00282 0.67584  0.13
19 H 0.92060 2.25416 -0.22300  0.20
20 H 1.54033 0.69577 -0.96151  0.20

Most favorable structure: *b*. The second most favorable one is 1.277 eV above it.

*a*
Density functional theory data (ωB97M-V with the def2-TZVPD basis set) for a gas-phase ion, C7H12N (charge +1).

Values from the calculation:
HOMO level in Ha: -0.474
Gap between HOMO and LUMO in eV: 9.7
Lowest unoccupied orbital energy in eV: -3.2
Total charge: +1

Last column: Löwdin charge in e.
Atoms and positions in Å:
1 C 0.39176 -1.43663 -1.85063  0.10
2 C 0.13938 -1.34781 -0.53508  -0.31
3 C -1.35944 1.33515 -0.39992  0.16
4 C -0.30127 -0.03727 -0.07665  -0.13
5 C -0.08551 1.37510 0.37814  -0.28
6 C 0.11979 -2.42239 0.50184  -0.02
7 C 0.97689 2.42350 0.34036  0.05
8 N -0.33988 0.24588 1.37344  0.19
9 H 0.82844 -2.31622 -2.39911  0.10
10 H 0.25073 -0.76015 -2.65884  0.06
11 H -1.37056 1.61707 -1.39922  0.10
12 H -2.29265 1.27578 -0.05573  0.06
13 H 0.93833 -2.99710 0.26611  0.06
14 H 0.17053 -2.07559 1.53061  0.07
15 H -0.89527 -2.99832 0.26599  0.16
16 H 1.01412 2.88916 1.25878  0.08
17 H 0.70300 3.13679 -0.36879  0.09
18 H 1.82731 1.88824 0.00843  0.10
19 H -1.20972 0.22148 1.98992  0.22
20 H 0.49399 -0.01668 1.83035  0.15

*b*
Density functional theory data (ωB97M-V with the def2-TZVPD basis set) for a gas-phase ion, C7H12N (charge +1).

Values from the calculation:
HOMO level (alpha / beta) in Ha: -0.431 / -0.459
Gap between HOMO and LUMO (alpha / beta) in eV: 6.7 / 8.8
Lowest unoccupied orbital energy (alpha / beta) in eV: -5.1 / -3.7
Total charge: +1

Last column: Löwdin charge in e.
Atoms and positions in Å:
1 C 1.40069 1.64838 -1.63349  0.05
2 C 0.99734 1.34859 -0.35562  -0.17
3 C -2.31467 0.19345 0.18733  -0.10
4 C -1.86150 -1.21300 0.27094  -0.13
5 C 0.08639 0.19291 1.66421  -0.12
6 C 1.00244 0.26874 0.48216  -0.24
7 C -1.26832 -0.15384 1.07883  -0.14
8 N 1.46036 -1.07806 -0.03621  0.23
9 H 1.72773 2.60219 -2.02972  0.07
10 H 1.81903 0.97021 -2.44352  0.08
11 H 0.78853 2.33537 0.22193  0.16
12 H -1.95469 0.74892 -0.74997  0.14
13 H -3.35649 0.37085 0.67643  0.16
14 H -2.39963 -1.99630 0.73646  0.10
15 H -1.30844 -1.70219 -0.56682  0.10
16 H 0.50841 -0.62552 2.37255  0.15
17 H 0.19636 1.12574 2.24616  0.13
18 H 0.74502 -1.72376 -0.51314  0.18
19 H 1.80826 -1.49468 0.77637  0.13
20 H 2.29044 -1.00269 -0.72364  0.21

Most favorable structure: *a*. The second most favorable one is 1.254 eV above it.

*a*
Density functional theory data (ωB97M-V with the def2-TZVPD basis set) for a molecular structure, C3H10N2O4.

Values from the calculation:
HOMO level in Ha: -0.324
Gap between HOMO and LUMO in eV: 9.0
Lowest unoccupied orbital energy in eV: 0.2
Total charge: 0

Last column: Löwdin charge in e.
Atoms and positions in Å:
1 C 0.25717 -2.18324 -0.90088  -0.09
2 N -0.90128 -1.44594 -0.45464  -0.15
3 N -0.89457 0.18964 0.30238  0.01
4 O -1.89013 -1.45534 -1.39863  -0.04
5 O -1.37324 0.46495 1.59775  -0.02
6 H -1.51298 -1.21145 -2.26876  0.11
7 H -1.06131 -0.24961 2.17830  0.11
8 H -1.53821 0.69438 -0.31201  0.13
9 H 0.58662 -1.88947 -1.90348  0.09
10 H 1.04350 -2.08347 -0.15954  0.08
11 H -0.03297 -3.23814 -0.94449  0.10
12 C 0.67246 2.45500 0.38789  -0.01
13 C 0.99114 0.96890 0.28691  -0.63
14 O 1.38770 0.43716 1.51854  0.02
15 O 1.58466 0.53419 -0.72967  -0.02
16 H 0.94720 -0.41821 1.63411  0.08
17 H 1.53319 3.03024 0.05657  0.09
18 H -0.16280 2.65721 -0.28179  0.07
19 H 0.36384 2.74322 1.39144  0.08

*b*
Density functional theory data (ωB97M-V with the def2-TZVPD basis set) for 2 unconnected molecules or ions with the total composition C3H10N2O4.

Values from the calculation:
HOMO level in Ha: -0.363
Gap between HOMO and LUMO in eV: 10.6
Lowest unoccupied orbital energy in eV: 0.7
Total charge: 0

Last column: Löwdin charge in e.
Atoms and positions in Å:
1 C -0.88030 1.28528 0.21400  -0.66
2 C -1.81067 2.45695 -0.00195  0.01
3 O 0.03866 1.36245 1.15597  -0.10
4 O -1.48178 0.05198 0.11154  0.07
5 O 0.26914 1.41652 -1.02653  -0.01
6 H 0.77861 1.57233 0.01574  0.17
7 H -2.15285 0.06969 -0.58156  0.12
8 H 0.53403 0.47392 -1.23327  0.05
9 H -2.56603 2.44698 0.78408  0.10
10 H -1.24625 3.38411 0.05984  0.09
11 H -2.29103 2.40505 -0.98017  0.09
12 C 1.27422 -1.80952 -0.20475  -0.63
13 N 1.18423 -1.35097 1.06852  0.18
14 N 1.56064 -3.14846 -0.34671  0.15
15 O 1.11758 -1.10207 -1.20527  0.01
16 H 2.00193 -3.64972 0.40646  0.09
17 H 1.07335 -2.00956 1.82122  0.11
18 H 0.77277 -0.42829 1.22044  0.07
19 H 1.82373 -3.42668 -1.27761  0.10

Most favorable structure: *b*. The second most favorable one is 6.895 eV above it.